[1]
This record from OMol25 describes a cluster of 12 separate species, C38H83N9O13 in total in a non-equilibrium geometry. The level of theory is wB97M-V/def2-TZVPD.

Computed properties:
LUMO level: -0.28 eV
Kohn-Sham gap: 7.5 eV
Net charge: 0
SMILES: CCN(CC)CC.CCN(CC)CC.O=C1CCCO1.O=C1CCCO1.O=C1CCCO1.CC(N)=O.CC(N)=O.CC(N)=O.CC(N)=O.CC(N)=O.CC(N)=O.CC(N)=O

Element x y z (Å)
C: 1.03921 1.14122 7.46830
C: -0.35982 0.96480 6.89192
N: -0.54730 1.67522 5.61728
C: -1.93259 1.68674 5.16202
C: -2.51164 0.31006 4.81552
C: 0.44879 1.22475 4.61737
C: 0.29578 1.99725 3.31157
H: 1.73675 0.48698 6.94334
H: 0.96574 0.77560 8.49417
H: 1.42975 2.15264 7.39546
H: -0.65278 -0.09525 6.84739
H: -1.12453 1.38004 7.55820
H: -2.59915 2.16236 5.88244
H: -1.95591 2.26022 4.23613
H: -1.76245 -0.39075 4.44891
H: -2.87803 -0.22752 5.69750
H: -3.37734 0.44562 4.16897
H: 0.15021 0.18561 4.44167
H: 1.49688 1.22048 4.89164
H: 0.08352 1.28560 2.50203
H: 1.22769 2.37425 2.87158
H: -0.43003 2.79403 3.17131
C: -1.42498 -1.38010 1.63347
C: -1.41016 -0.10396 0.77330
N: -0.28781 0.01109 -0.11943
C: 0.03420 1.36343 -0.56868
C: 1.40849 1.48297 -1.23191
C: 0.10298 -1.10927 -0.96993
C: -0.95300 -1.26989 -2.09651
H: -2.38674 -1.57173 2.10143
H: -0.67648 -1.15726 2.40208
H: -1.06689 -2.27529 1.12630
H: -2.35183 -0.05933 0.19249
H: -1.47729 0.77367 1.41633
H: -0.75005 1.81354 -1.19237
H: 0.01911 1.94219 0.36274
H: 1.32808 1.22474 -2.28612
H: 1.80111 2.49764 -1.20786
H: 2.02446 0.78427 -0.67131
H: 0.08968 -1.97899 -0.31359
H: 1.06534 -1.04257 -1.46231
H: -0.55489 -2.05890 -2.75073
H: -1.05871 -0.35643 -2.68704
H: -1.96593 -1.61078 -1.87762
O: -0.40780 -5.46737 0.34131
C: -0.94494 -5.47416 1.41113
C: -0.49911 -6.20768 2.66852
C: -1.04222 -5.23301 3.73093
C: -2.36791 -4.81747 3.06436
O: -2.09002 -4.80708 1.64925
H: -1.06790 -7.13748 2.64423
H: 0.58411 -6.25510 2.68608
H: -1.10885 -5.75246 4.68397
H: -0.33631 -4.40672 3.77065
H: -3.25414 -5.38969 3.32319
H: -2.46853 -3.75708 3.31023
O: 5.38939 -5.53227 -2.47272
C: 4.30716 -5.02420 -2.35484
C: 2.94178 -5.66073 -2.12292
C: 2.11041 -4.46971 -1.61130
C: 2.83696 -3.26636 -2.21451
O: 4.17099 -3.69416 -2.48671
H: 2.70219 -5.94876 -3.15396
H: 2.92058 -6.53702 -1.48631
H: 1.04884 -4.66854 -1.71245
H: 2.37211 -4.46786 -0.54731
H: 2.30846 -3.01896 -3.13846
H: 2.90252 -2.46242 -1.48605
O: -1.29278 7.45117 -1.23201
C: -1.17729 6.53812 -0.47069
C: 0.02261 5.67547 -0.06268
C: -0.39114 4.86047 1.13806
C: -1.91356 5.02538 1.18120
O: -2.22621 6.09002 0.27357
H: 0.07550 4.97670 -0.90895
H: 0.96917 6.20210 0.01840
H: -0.02888 3.84201 1.01104
H: 0.15711 5.23199 2.00598
H: -2.38973 4.15569 0.72227
H: -2.33501 5.28141 2.14871
C: 3.40639 -1.05561 1.12653
C: 2.80946 -1.72113 2.33784
N: 3.03010 -3.07312 2.38738
O: 2.10875 -1.20062 3.18930
H: 3.07404 -0.02765 1.00375
H: 3.17348 -1.59251 0.20436
H: 4.49522 -1.05207 1.21310
H: 2.60790 -3.53214 3.17636
H: 3.24235 -3.57176 1.54190
C: 5.41561 0.53600 -1.29886
C: 6.84475 0.89194 -1.59070
N: 7.10060 1.48191 -2.76031
O: 7.75829 0.64963 -0.79916
H: 5.29730 -0.31640 -0.62850
H: 5.02819 0.18414 -2.25826
H: 4.86922 1.33327 -0.80282
H: 6.41145 1.78248 -3.45024
H: 8.08039 1.63326 -2.93444
C: 0.53505 5.84533 -3.60076
C: -0.02738 4.47302 -3.86968
N: -0.44926 4.22104 -5.10897
O: -0.10474 3.61158 -2.97184
H: 0.81083 6.35173 -4.52148
H: 1.27450 5.83746 -2.81032
H: -0.38173 6.32147 -3.22770
H: -0.71368 5.01007 -5.67971
H: -0.89053 3.34128 -5.32525
C: -4.03619 -0.48024 -4.29147
C: -4.19169 -1.78582 -5.06157
N: -3.30030 -1.95684 -6.06016
O: -4.96702 -2.66846 -4.74266
H: -4.12492 0.33308 -5.01749
H: -3.04500 -0.46768 -3.84207
H: -4.80003 -0.32760 -3.53837
H: -2.81874 -1.23196 -6.55595
H: -3.35962 -2.86533 -6.49622
C: -3.58423 1.89635 -1.78998
C: -3.88530 3.32486 -2.20015
N: -2.84816 4.16035 -2.52980
O: -5.02408 3.67755 -2.48454
H: -4.36407 1.31318 -2.26717
H: -3.70869 1.82369 -0.71108
H: -2.61513 1.61261 -2.19352
H: -1.95699 3.78290 -2.83996
H: -3.18745 5.07021 -2.79541
C: -4.35786 -3.29126 1.47034
C: -4.07020 -3.32240 2.94712
N: -4.31421 -4.48917 3.58082
O: -3.54014 -2.39478 3.54777
H: -3.95657 -4.21974 1.05876
H: -3.97288 -2.39669 0.99802
H: -5.44242 -3.34666 1.34871
H: -4.17308 -4.50904 4.57669
H: -4.54701 -5.35747 3.13646
C: 2.81342 0.86838 -5.39019
C: 3.78336 1.72607 -4.64723
N: 3.27896 2.40165 -3.60206
O: 5.00493 1.65579 -4.84801
H: 2.14494 0.36361 -4.69055
H: 3.26436 0.08332 -6.00190
H: 2.26957 1.35576 -6.20599
H: 2.28263 2.51419 -3.47891
H: 3.81426 3.18178 -3.25243


[2]
This record from OMol25 describes the molecule C3H10N2S in a non-equilibrium geometry. The level of theory is wB97M-V/def2-TZVPD.

Computed properties:
LUMO level: 0.89 eV
Kohn-Sham gap: 9.7 eV
Net charge: 0
Relative energy (zero: lowest compared OMol25 entry of this formula, charge and spin): 20.6 kcal per mole
SMILES: NC[C@H](N)CS

Element x y z (Å)
N: 0.79810 -0.42993 -2.77496
C: 0.89054 0.42063 -1.52702
C: -0.02328 -0.15320 -0.44098
N: -1.49609 0.16337 -0.75910
C: 0.35407 0.47576 0.93922
S: -0.26962 -0.27006 2.45650
H: 1.49609 -1.15077 -2.74288
H: 0.77588 0.17882 -3.56267
H: 0.78195 1.51123 -1.54464
H: 2.00413 0.40685 -1.22714
H: -0.01525 -1.25969 -0.36156
H: -1.54136 1.12985 -1.26059
H: -1.81930 -0.51097 -1.49527
H: 0.05534 1.53236 0.86917
H: 1.49106 0.45635 1.06472
H: -1.35665 -0.56637 1.86794


[3]
This record from OMol25 describes the molecule C3H7NO3. The level of theory is wB97M-V/def2-TZVPD.

Computed properties:
LUMO level: 0.67 eV
Kohn-Sham gap: 10.6 eV
Net charge: 0
Relative energy (zero: lowest compared OMol25 entry of this formula, charge and spin): 19.0 kcal per mole
SMILES: O=C(O)NCCO

Element x y z (Å)
O: -0.25255 2.20265 -1.88409
C: 0.25030 1.61473 -0.95709
O: 0.60263 2.26541 0.18467
N: 0.46637 0.27598 -0.91109
C: 0.72178 -0.48734 0.28933
C: -0.53360 -1.14822 0.81471
O: -0.84916 -2.22086 -0.06604
H: 0.29842 3.17360 0.06564
H: -0.06491 -0.11001 -1.67762
H: 1.54679 -1.17186 0.14211
H: 1.12072 0.21466 1.02599
H: -1.33065 -0.39775 0.75081
H: -0.47487 -1.40526 1.87230
H: -1.50128 -2.80571 0.35038


[4]
This record from OMol25 describes a structure of composition C28H62N6O10P2ReSi in a non-equilibrium geometry. The level of theory is wB97M-V/def2-TZVPD.

Computed properties:
LUMO level (spin up / spin down): -7.69 / -7.30 eV
Kohn-Sham gap (spin up / spin down): 6.9 / 7.3 eV
2S+1: 2
Net charge: +2
⟨S²⟩: 0.75

Element x y z (Å)
Re: 0.03489 0.73787 -0.06335
C: 1.46581 5.18182 -0.18225
N: 2.03595 3.87577 0.13295
C: 2.79773 3.82679 1.38826
P: 2.39681 2.70013 -0.94044
O: 2.05825 1.30979 -0.47358
O: 1.36833 3.00498 -2.21003
P: -0.19370 2.63665 -2.05742
O: -0.62184 2.76725 -0.62915
N: -1.05787 3.51087 -3.11447
C: -1.87752 4.62758 -2.63296
C: -0.56038 3.63242 -4.48523
N: -0.26237 0.96172 -2.37820
C: -1.65217 0.51245 -2.62898
C: 0.71130 0.28691 -3.24908
N: 3.91409 2.72646 -1.50017
C: 4.55985 3.97822 -1.87650
C: 4.60026 1.50791 -1.92652
H: 0.65339 5.39122 0.51699
H: 1.06569 5.19438 -1.19372
H: 2.21344 5.97306 -0.09064
H: 2.18327 4.24558 2.18532
H: 3.72542 4.40058 1.32381
H: 3.02524 2.79163 1.63711
H: -2.11214 4.47749 -1.58178
H: -2.80946 4.65955 -3.19658
H: -1.36448 5.58423 -2.75419
H: 0.08337 2.78686 -4.72411
H: 0.01196 4.55219 -4.62249
H: -1.40160 3.63293 -5.17760
H: -2.32999 1.03474 -1.95238
H: -1.71497 -0.55800 -2.42843
H: -1.95750 0.71702 -3.65749
H: 1.71203 0.66646 -3.05745
H: 0.47123 0.42134 -4.30512
H: 0.69762 -0.77901 -3.01693
H: 4.02135 4.82236 -1.44865
H: 4.59004 4.09381 -2.96221
H: 5.58270 3.98343 -1.49901
H: 4.09763 0.64116 -1.50641
H: 5.62374 1.53168 -1.55312
H: 4.62702 1.43232 -3.01593
C: 1.78301 -5.26479 -1.02794
C: 1.72430 -4.05093 -1.95106
C: 2.98158 -3.19630 -1.81057
C: 1.55785 -4.51829 -3.39839
O: 0.57306 -3.24431 -1.66385
Si: -0.15374 -2.63344 -0.36161
O: 0.43959 -1.12152 -0.06638
O: -1.66205 -2.28383 -0.82210
C: -2.95057 -2.92031 -0.79780
C: -3.96995 -1.87220 -0.35457
C: -3.25620 -3.39769 -2.21728
C: -2.95097 -4.10802 0.15815
O: 0.02898 -3.57585 0.93907
C: 0.54721 -3.43560 2.26573
C: 1.91090 -2.74380 2.25245
C: 0.65304 -4.83760 2.85534
C: -0.43967 -2.59623 3.08670
H: 2.59164 -5.92892 -1.32358
H: 0.84199 -5.81088 -1.06741
H: 1.94263 -4.94125 -0.00244
H: 3.86824 -3.81172 -1.94812
H: 3.01043 -2.73787 -0.82101
H: 2.98852 -2.40329 -2.55934
H: 2.42371 -5.10347 -3.70002
H: 1.46430 -3.65911 -4.06157
H: 0.66564 -5.13369 -3.49424
H: -4.17688 -1.16650 -1.15913
H: -3.58492 -1.31577 0.49731
H: -4.90232 -2.35814 -0.07593
H: -3.21262 -2.56191 -2.91515
H: -4.25483 -3.82833 -2.25387
H: -2.52961 -4.14856 -2.52242
H: -2.74976 -3.76960 1.17375
H: -2.17855 -4.82085 -0.12709
H: -3.91610 -4.60820 0.13864
H: 2.61014 -3.30597 1.63319
H: 2.30849 -2.68833 3.26364
H: 1.82600 -1.73836 1.84087
H: 1.40726 -5.42000 2.32821
H: -0.30097 -5.35612 2.77706
H: 0.93932 -4.77727 3.90345
H: -0.58638 -1.63714 2.58520
H: -0.04756 -2.43123 4.08885
H: -1.39360 -3.11558 3.16394
C: -1.07720 3.82214 2.98671
C: -2.33089 2.98066 3.22005
C: -2.14480 1.42376 3.31942
C: -3.52914 0.78668 3.52080
C: -3.47339 -0.73344 3.64536
C: -1.23372 1.15206 4.51890
O: -1.63337 1.08744 5.64444
N: 0.13058 1.06174 4.24226
C: 0.73376 1.05096 3.00724
O: 1.92351 1.09109 2.83547
N: -0.15977 0.94180 1.94354
C: -1.49976 0.98151 2.05821
O: -2.05719 0.70486 0.96803
H: -1.37094 4.86999 2.94875
H: -0.58959 3.57196 2.04304
H: -0.36212 3.71878 3.80194
H: -3.04416 3.15704 2.41291
H: -2.79632 3.28449 4.15810
H: -4.15561 1.06744 2.67320
H: -3.95950 1.20896 4.42824
H: -2.99492 -1.17828 2.77229
H: -4.48037 -1.13710 3.72566
H: -2.92610 -1.02626 4.53983
H: 0.74803 1.00796 5.04508


[5]
This record from OMol25 describes the molecule C6H12O. The level of theory is wB97M-V/def2-TZVPD.

Computed properties:
LUMO level: 1.04 eV
Kohn-Sham gap: 10.2 eV
Net charge: 0
Relative energy (zero: lowest compared OMol25 entry of this formula, charge and spin): 24.8 kcal per mole
SMILES: CC[C@H]1C[C@]1(C)O

Element x y z (Å)
C: 2.03134 -0.16049 1.01605
C: 1.35324 -0.43839 -0.32241
C: 0.24616 0.54590 -0.66107
C: -0.88774 0.10416 -1.56558
C: -1.15238 0.40310 -0.10928
C: -1.49701 -0.66695 0.89067
O: -1.88006 1.56795 0.18402
H: 2.76910 -0.93721 1.24971
H: 1.27821 -0.13336 1.80944
H: 2.55852 0.80154 1.01182
H: 0.94920 -1.45954 -0.32508
H: 2.11168 -0.43810 -1.11301
H: 0.58484 1.57446 -0.80778
H: -0.86806 -0.92818 -1.89530
H: -1.29475 0.78744 -2.31038
H: -2.57224 -0.87288 0.88310
H: -1.23800 -0.30694 1.89162
H: -0.95126 -1.59123 0.67581
H: -1.58946 2.25930 -0.42166


[6]
This record from OMol25 describes a structure of composition C27H25NO11P3SW. The level of theory is wB97M-V/def2-TZVPD.

Computed properties:
LUMO level (spin up / spin down): 2.29 / 2.29 eV
Kohn-Sham gap (spin up / spin down): 6.2 / 6.2 eV
Net charge: -1
Relative energy (zero: lowest compared OMol25 entry of this formula, charge and spin): 6.4 kcal per mole

Element x y z (Å)
W: -0.12263 -0.62113 -0.33698
C: 2.37736 0.79905 -5.57963
C: 0.99952 0.93626 -5.50855
C: 0.38062 1.18144 -4.28770
C: 1.14265 1.29467 -3.13108
C: 2.52766 1.15443 -3.20724
C: 3.14179 0.90416 -4.42487
P: 0.38257 1.56381 -1.49944
C: 1.12854 3.15222 -1.01115
C: 1.79777 3.24372 0.20047
C: 2.40695 4.44308 0.56978
C: 2.33476 5.53792 -0.27144
C: 1.66343 5.44846 -1.48580
C: 1.06669 4.25230 -1.85898
C: -1.34996 1.65306 -1.81079
C: -2.23946 2.66209 -2.11798
C: -3.57727 2.31512 -2.29243
C: -3.94913 0.98334 -2.14125
C: -3.03526 0.00233 -1.75965
C: -1.69376 0.31944 -1.54756
H: 2.85570 0.59870 -6.53085
H: 0.39671 0.84501 -6.40400
H: -0.69773 1.26600 -4.23996
H: 3.13651 1.20497 -2.31212
H: 4.21570 0.77211 -4.46315
H: 1.84023 2.37875 0.85308
H: 2.93573 4.51039 1.51196
H: 2.81044 6.46947 0.01211
H: 1.61313 6.30510 -2.14598
H: 0.57188 4.16914 -2.82012
H: -1.90974 3.68926 -2.23027
H: -4.31637 3.06772 -2.53800
H: -4.98838 0.70471 -2.27891
H: -3.39503 -1.00605 -1.59739
O: 1.87254 -1.30268 3.29130
P: 1.61701 -1.18969 1.72905
O: 0.59819 -2.16799 1.20049
O: 1.16977 0.20830 1.33556
O: 3.03416 -1.54140 1.09364
P: 3.07537 -1.63007 -0.56714
O: 2.69503 -3.13825 -0.86247
O: 4.41686 -1.25313 -1.01870
O: 1.87853 -0.77095 -0.99367
H: 1.81554 -2.22105 3.59065
H: 1.79701 -3.18571 -1.24412
C: -0.75909 -3.08307 6.91733
C: -1.12067 -2.57714 5.54375
C: -1.71655 -3.42387 4.61338
C: -2.04819 -2.96646 3.34499
C: -1.75341 -1.66137 2.99991
C: -1.16261 -0.80025 3.90209
C: -0.85735 -1.26735 5.17794
S: -2.30295 -1.00567 1.43525
O: -3.71842 -0.90509 1.62943
O: -1.54074 0.24526 1.20377
N: -1.83152 -1.77549 0.17162
C: -1.85477 -3.17574 -0.16810
C: -0.81291 -3.38264 -1.26129
O: -0.64002 -4.48623 -1.73814
O: -0.13519 -2.31692 -1.59215
H: -1.35433 -3.95445 7.18979
H: -0.91693 -2.31270 7.67251
H: 0.29236 -3.37561 6.96316
H: -1.93737 -4.44994 4.88381
H: -2.54129 -3.62927 2.64620
H: -0.92444 0.21232 3.60446
H: -0.38931 -0.59455 5.88834
H: -2.82592 -3.49264 -0.55402
H: -1.56998 -3.82957 0.65723